No. 1
This record from OMol25 describes 2 unconnected molecules or ions with the total composition C3H7NS in a non-equilibrium geometry. The level of theory is ωB97M-V with the def2-TZVPD basis set.

Calculated values
HOMO level: -7.20 eV
orbital gap: 6.49 eV
net charge: 0
energy relative to the best compared isomer or geometry (same formula, charge and spin): 319.9 kJ/mol

Geometry (Å):
S: 1.88115 -1.37564 0.00375
N: -0.23625 0.65528 0.53903
C: -0.60790 -1.17578 -0.85373
C: -0.76309 0.15848 -0.67962
C: -0.12614 1.89410 0.82945
H: 0.63603 -0.05173 0.75111
H: -0.96525 0.90271 -1.43433
H: -0.69606 2.63863 0.28732
H: -0.38209 -1.58969 -1.82723
H: 1.43345 -2.36048 0.80131
H: -0.73746 -1.86080 -0.03415
H: 0.56361 2.16491 1.61710

These are the natural (NBO) partial charges, in e, on atoms 1 to 5: atom 1 (S): -0.663, atom 2 (N): -0.449, atom 3 (C): -0.253, atom 4 (C): -0.203, atom 5 (C): 0.004

***

No. 2
This record from OMol25 describes a molecular structure, C49H53CuN2P2Si3. The level of theory is ωB97M-V with the def2-TZVPD basis set.

Calculated values
HOMO level (spin up / spin down): -3.97 / -4.07 eV
multiplicity: 2
orbital gap (spin up / spin down): 6.43 / 5.66 eV
net charge: -1

Geometry (Å):
Cu: 0.39994 -0.65169 0.27124
P: -1.27896 -0.56638 -2.11767
P: 1.25724 1.14477 -1.63169
Si: 3.52119 -0.63354 -0.84580
Si: -1.35266 -3.29304 -0.84958
Si: -0.00161 -0.07324 2.45633
N: 1.85867 -0.24704 -1.08959
N: -0.90951 -1.64817 -1.02804
C: -2.31621 -4.02653 -2.27713
C: -3.06774 -0.19526 -2.04877
C: -3.46879 0.60863 -0.97679
C: -0.46692 0.98529 -1.89691
C: -1.12268 3.94017 2.19399
C: -0.88854 -1.20480 -3.78450
C: 1.65505 -1.95888 3.90857
C: 3.77758 -0.23342 4.32223
C: 2.53545 2.30633 -5.95150
C: -3.90156 -1.48908 4.74527
C: 4.31283 -1.38281 -2.36894
C: 2.27244 0.62471 -4.24298
C: -2.38146 3.65262 -3.83436
C: -4.04228 -0.80370 -2.83472
C: -1.41151 4.66098 -1.89482
C: -0.82188 2.60707 1.92969
C: -1.51817 -0.74270 3.41754
C: 2.60768 0.21822 3.71733
C: -1.09293 2.27511 -2.29363
C: -1.50649 -1.18612 4.74522
C: 3.66952 -1.91137 0.48833
C: 1.80031 2.92766 -3.74595
C: 0.04099 2.33574 4.13464
C: -5.39442 -0.58955 -2.57570
C: 1.85162 1.59519 -3.33465
C: -3.94165 -1.04781 3.42829
C: 3.88770 -1.55874 4.72657
C: -2.76372 -0.69307 2.78142
C: -1.50798 -0.80866 -4.96831
C: 0.20161 -2.07505 -3.85969
C: -0.82813 4.47782 3.43929
C: 0.64472 -2.55393 -5.08492
C: -0.88772 3.42908 -1.51848
C: -2.40787 -3.52481 0.65527
C: -0.24470 3.66794 4.41056
C: 2.60898 0.97827 -5.54423
C: -1.83623 2.42831 -3.47193
C: 0.19824 -4.30723 -0.62507
C: -0.23578 1.77185 2.88416
C: -5.77878 0.22684 -1.52392
C: 0.00322 -2.16982 -6.25535
C: 2.81766 -2.42126 4.51481
C: -2.17364 4.77958 -3.04906
C: -4.81275 0.82216 -0.71925
C: 2.13180 3.28145 -5.04902
C: -1.07245 -1.29453 -6.19548
C: 4.50617 0.88656 -0.39946
C: -2.67702 -1.55926 5.40028
C: 1.51334 -0.62863 3.48950
H: 2.55214 1.25538 3.39726
H: 4.55125 1.58745 -1.24217
H: 4.03497 1.39942 0.44658
H: -2.71319 1.05931 -0.34139
H: 2.89227 -3.46042 4.81625
H: -3.33104 -2.94118 0.56520
H: 2.79561 2.58027 -6.96676
H: 0.48588 1.72124 4.91319
H: 4.68479 -2.32233 0.52984
H: 2.97535 -2.73927 0.30023
H: -2.33808 -0.11506 -4.94529
H: -2.59351 5.73602 -3.33634
H: 0.70507 -2.36231 -2.94239
H: 5.53301 0.62711 -0.11765
H: -3.76090 -1.47452 -3.63584
H: -5.10520 1.44853 0.11471
H: -1.76962 -4.01204 -3.22361
H: -2.95347 3.73141 -4.75165
H: 4.79646 -1.91618 5.19697
H: 5.25316 -1.86364 -2.07815
H: -0.02482 -5.30370 -0.22478
H: -6.82989 0.39148 -1.32115
H: -1.95785 1.58226 -4.13311
H: -1.05301 2.19521 0.95080
H: -2.63224 -1.90053 6.42841
H: -4.81262 -1.78198 5.25370
H: 0.73601 -4.43714 -1.57144
H: 3.66678 -2.15281 -2.80763
H: -6.14308 -1.07054 -3.19340
H: -0.30398 3.34476 -0.61150
H: -0.56470 -1.23989 5.28638
H: -2.53899 -5.07140 -2.02831
H: 3.42530 -1.49484 1.47017
H: 1.49366 -3.22608 -5.12272
H: -1.58178 4.55570 1.42733
H: 0.34346 -2.54609 -7.21232
H: 0.86814 -3.79952 0.07857
H: 1.47765 3.69172 -3.04707
H: -1.23095 5.53015 -1.27303
H: 0.83896 -2.65899 3.74056
H: -4.88626 -0.99685 2.89837
H: -2.80997 -0.37481 1.74124
H: 2.32122 -0.41105 -3.92890
H: -0.01618 4.07691 5.38844
H: -2.67884 -4.57693 0.80558
H: -1.05153 5.51622 3.65401
H: -3.27206 -3.51096 -2.42293
H: -1.88266 -3.17084 1.54848
H: 2.91921 0.21000 -6.24331
H: 4.53149 -0.64108 -3.14175
H: -1.57280 -0.98290 -7.10420
H: 4.60705 0.44909 4.47199
H: 2.07372 4.31878 -5.35719

These are the Mulliken partial charges, in e, on atoms 1 to 5: atom 1 (Cu): -2.827, atom 2 (P): 2.108, atom 3 (P): -0.124, atom 4 (Si): -0.063, atom 5 (Si): -0.106

***

No. 3
This record from OMol25 describes a molecular structure, C23H25N7OV. The level of theory is ωB97M-V with the def2-TZVPD basis set.

Calculated values
HOMO level (spin up / spin down): -18.15 / -18.16 eV
multiplicity: 3
orbital gap (spin up / spin down): 8.04 / 8.71 eV
net charge: +3

Geometry (Å):
V: 0.22073 -0.18094 0.15703
O: -1.07364 1.32169 -0.55547
N: 0.06520 -0.66689 -1.83438
N: -1.01633 -1.93272 0.16459
N: 3.15120 2.61963 0.45753
N: -0.87887 0.14491 1.87948
N: -0.51862 3.47769 -1.05753
N: 1.01312 1.93112 -0.09685
N: 1.60145 -1.58301 0.70116
C: -1.91710 -1.75676 -1.00914
C: -1.87943 3.75369 -1.57975
C: -1.45513 -1.45120 -3.49241
C: -2.74212 0.66302 3.86847
C: -1.08300 -1.28871 -2.17584
C: 0.58560 -0.36964 -4.14325
C: -1.85309 -0.74754 2.16696
C: 2.82077 -1.31705 1.22201
C: 1.99071 -3.90560 1.09677
C: -0.83430 1.29157 2.60015
C: 1.19807 -2.87803 0.63567
C: -2.80603 -0.51014 3.13367
C: 1.68841 4.19433 -0.56420
C: 1.96037 2.89548 -0.05546
C: -1.76253 -2.06022 1.44639
C: 3.66693 -2.29346 1.68472
C: -0.22245 2.25160 -0.58088
C: -0.12498 -3.11286 -0.03461
C: 0.88504 -0.21820 -2.80977
C: -0.61082 -0.98658 -4.48953
C: 0.45510 4.43789 -1.04658
C: 3.24062 -3.61363 1.62302
C: -1.72579 1.57358 3.60482
H: -2.43358 -2.69040 -1.24043
H: -1.19741 -2.74386 2.08274
H: -1.63416 2.49419 4.16325
H: -2.67266 -1.01236 -0.74943
H: 0.04119 -3.24571 -1.10423
H: -0.60180 -4.02249 0.33120
H: 3.35752 1.73392 0.87802
H: 4.63208 -2.02866 2.09232
H: 0.16791 5.40320 -1.44237
H: -0.04644 1.98662 2.34579
H: 3.87476 -4.41086 1.99019
H: 1.80168 0.26033 -2.49053
H: -3.47372 0.86255 4.64136
H: 1.27520 -0.01320 -4.89517
H: -1.96629 4.82672 -1.71740
H: 3.87118 3.32421 0.49217
H: -2.01806 3.24301 -2.52862
H: -2.61624 3.41456 -0.85922
H: 3.10271 -0.27648 1.26758
H: -2.38191 -1.95416 -3.73802
H: -3.57888 -1.24467 3.32164
H: 2.44088 4.96891 -0.55316
H: -0.87814 -1.11716 -5.53066
H: -2.74070 -2.51441 1.28497
H: 1.63576 -4.92684 1.04119

These are the natural (NBO) partial charges, in e, on atoms 1 to 5: atom 1 (V): 1.648, atom 2 (O): -0.675, atom 3 (N): -0.569, atom 4 (N): -0.452, atom 5 (N): -0.706

***

No. 4
This record from OMol25 describes a molecular structure, C32H26BrClCrO5PS2. The level of theory is ωB97M-V with the def2-TZVPD basis set.

Calculated values
HOMO level (spin up / spin down): -7.64 / -7.83 eV
multiplicity: 2
orbital gap (spin up / spin down): 6.86 / 7.56 eV
net charge: 0
energy relative to the best compared isomer or geometry (same formula, charge and spin): 24.0 kJ/mol

Geometry (Å):
Br: -4.05489 -1.68029 -1.47143
Cr: 0.33715 1.51933 -0.90236
Cl: 2.40008 2.71630 -0.32570
S: 1.90553 -0.10950 -1.31229
S: -0.18294 3.81644 -2.11489
P: 0.42506 0.80330 1.34776
O: 0.80776 4.84521 -2.19531
O: -2.92597 1.68149 -2.22607
O: 0.17019 2.53324 -2.78537
O: -0.49606 3.37070 -0.70436
O: -1.24699 0.63950 -1.16683
C: -1.12109 -1.35674 -5.07385
C: 3.89817 0.96596 3.54693
C: -1.91806 3.12890 4.55576
C: -1.48632 3.75522 3.39589
C: -0.56263 1.67398 2.60789
C: 4.71416 1.77059 2.76450
C: 0.78007 -4.52705 -1.51922
C: -1.67068 1.77669 4.74601
C: 0.10216 -0.94666 1.65044
C: 0.05538 -2.23227 -1.36192
C: -2.88669 -1.51944 -2.95911
C: -0.81172 3.03303 2.42215
C: -0.99254 1.05112 3.77834
C: -0.23601 -3.58683 -1.43978
C: 1.11106 -1.89627 1.76554
C: -2.79945 -2.57237 -3.85477
C: -1.67700 4.41516 -2.81068
C: -0.53818 -3.63723 1.91484
C: 1.37705 -1.80255 -1.35829
C: 2.95677 1.96957 1.17441
C: -1.21794 -0.31039 -4.17097
C: -1.54857 -2.69567 1.76968
C: -2.11002 -0.38219 -3.10530
C: 2.10249 -4.10155 -1.50870
C: 0.78952 -3.23877 1.90383
C: -1.23216 -1.35461 1.63308
C: 2.40080 -2.75056 -1.42514
C: 2.61370 0.66579 3.12613
C: 4.24276 2.28860 1.56849
C: -2.16015 0.75608 -2.11851
C: 2.12080 1.14810 1.91425
C: -1.91276 -2.48539 -4.91662
H: -1.90823 5.36228 -2.32719
H: -0.78728 -4.68623 2.01643
H: -2.58538 -3.00657 1.74826
H: 5.72024 2.00535 3.08670
H: -1.83593 -3.30849 -5.61500
H: -2.00591 1.28289 5.64929
H: 2.90858 -4.82332 -1.56760
H: 0.54629 -5.58254 -1.58482
H: -0.59105 0.56681 -4.27109
H: -1.27464 -3.90037 -1.43330
H: -1.48144 4.57566 -3.87048
H: -1.68021 4.80909 3.24140
H: 4.85765 2.92944 0.95120
H: 4.26319 0.57232 4.48657
H: -0.41990 -1.29394 -5.89574
H: -0.49225 3.52829 1.51551
H: 1.97628 0.04324 3.74291
H: -0.73813 -1.51031 -1.28043
H: -0.80671 -0.00453 3.93409
H: -2.45148 3.69331 5.31032
H: 3.43282 -2.41910 -1.41465
H: -3.41556 -3.44973 -3.71454
H: -2.02401 -0.62640 1.49637
H: -2.45926 3.67738 -2.65471
H: 1.57981 -3.97528 1.97777
H: 2.15063 -1.59720 1.71428

These are the natural (NBO) partial charges, in e, on atoms 1 to 5: atom 1 (Br): 0.057, atom 2 (Cr): 0.747, atom 3 (Cl): 0.166, atom 4 (S): -0.117, atom 5 (S): 2.380